[1]
Below is a molecular structure, C4H4BBrO2S in a non-equilibrium geometry, with properties calculated with the ωB97M-V functional and the def2-TZVPD basis.

CARTESIAN COORDINATES (ANGSTROEM)
B (-0.198, 1.229, 0.020)
C (-0.309, -1.499, 0.001)
C (-1.207, -2.550, -0.001)
C (-0.711, -0.207, 0.026)
C (-2.713, -0.507, 0.053)
O (1.157, 1.377, -0.048)
O (-1.078, 2.258, 0.078)
S (-2.869, -2.153, 0.010)
Br (-4.023, 0.765, -0.017)
H (0.750, -1.717, -0.007)
H (-0.951, -3.590, -0.002)
H (1.492, 2.275, -0.066)
H (-0.722, 3.146, 0.065)

charge	0
orbital gap (alpha / beta)	7.62 / 7.61	eV
E_LUMO (alpha / beta)	0.0024 / 0.0024	hartree
F_max	5.70	eV/Å
relative energy (zero: lowest compared OMol25 entry of this formula, charge and spin)	159.7	kJ/mol

***

[2]
Below is a molecular structure, C2H5Br in a non-equilibrium geometry, with properties calculated with the ωB97M-V functional and the def2-TZVPD basis.

CARTESIAN COORDINATES (ANGSTROEM)
C (-0.269, 0.457, 0.517)
C (0.251, -0.415, -1.206)
Br (-0.332, 0.733, -2.606)
H (-1.323, 0.240, 0.897)
H (0.434, 0.093, 1.244)
H (-0.268, 1.546, 0.289)
H (-0.322, -1.424, -1.219)
H (1.296, -0.577, -0.887)

charge	0
orbital gap	10.52	eV
E_LUMO	0.0350	hartree
F_max	5.45	eV/Å
relative energy (zero: lowest compared OMol25 entry of this formula, charge and spin)	146.5	kJ/mol

***

Which of these has the highest relative energy (zero: lowest compared OMol25 entry of this formula, charge and spin)?
C4H4BBrO2S

***

Which value of F_max does entry 2 give?
5.45 eV/Å

***

Repeat the first record exactly.
Below is a molecular structure, C4H4BBrO2S in a non-equilibrium geometry, with properties calculated with the ωB97M-V functional and the def2-TZVPD basis.

CARTESIAN COORDINATES (ANGSTROEM)
B (-0.198, 1.229, 0.020)
C (-0.309, -1.499, 0.001)
C (-1.207, -2.550, -0.001)
C (-0.711, -0.207, 0.026)
C (-2.713, -0.507, 0.053)
O (1.157, 1.377, -0.048)
O (-1.078, 2.258, 0.078)
S (-2.869, -2.153, 0.010)
Br (-4.023, 0.765, -0.017)
H (0.750, -1.717, -0.007)
H (-0.951, -3.590, -0.002)
H (1.492, 2.275, -0.066)
H (-0.722, 3.146, 0.065)

charge	0
orbital gap (alpha / beta)	7.62 / 7.61	eV
E_LUMO (alpha / beta)	0.0024 / 0.0024	hartree
F_max	5.70	eV/Å
relative energy (zero: lowest compared OMol25 entry of this formula, charge and spin)	159.7	kJ/mol

***

Please write out number 1 again, unchanged.
Below is a molecular structure, C4H4BBrO2S in a non-equilibrium geometry, with properties calculated with the ωB97M-V functional and the def2-TZVPD basis.

CARTESIAN COORDINATES (ANGSTROEM)
B (-0.198, 1.229, 0.020)
C (-0.309, -1.499, 0.001)
C (-1.207, -2.550, -0.001)
C (-0.711, -0.207, 0.026)
C (-2.713, -0.507, 0.053)
O (1.157, 1.377, -0.048)
O (-1.078, 2.258, 0.078)
S (-2.869, -2.153, 0.010)
Br (-4.023, 0.765, -0.017)
H (0.750, -1.717, -0.007)
H (-0.951, -3.590, -0.002)
H (1.492, 2.275, -0.066)
H (-0.722, 3.146, 0.065)

charge	0
orbital gap (alpha / beta)	7.62 / 7.61	eV
E_LUMO (alpha / beta)	0.0024 / 0.0024	hartree
F_max	5.70	eV/Å
relative energy (zero: lowest compared OMol25 entry of this formula, charge and spin)	159.7	kJ/mol